Record 1
Here is a molecular structure, C49H46AgIN6O3Te in a non-equilibrium geometry from OMol25. Energies are from the ωB97M-V functional and the def2-TZVPD basis.

CARTESIAN COORDINATES (ANGSTROEM)
Ag -0.458 -0.146 0.137
C 3.484 2.030 -0.998
C 3.748 0.608 -0.589
N 4.988 0.274 -0.271
C 5.222 -0.980 0.145
C 4.245 -1.934 0.300
C 4.608 -3.263 0.899
O 4.110 -3.435 2.228
C 2.893 -1.610 -0.026
C 1.868 -2.570 0.190
N 0.545 -2.380 0.107
C -0.290 -3.395 0.465
C 0.017 -4.363 1.456
C -0.867 -5.372 1.787
C -2.105 -5.475 1.158
C -2.457 -4.519 0.208
C -1.571 -3.515 -0.120
I -2.133 -2.106 -1.600
C 2.634 -0.293 -0.552
O 1.496 0.085 -1.018
H 4.427 2.545 -1.170
H 2.930 2.550 -0.208
H 2.863 2.056 -1.896
H 6.259 -1.202 0.384
H 5.694 -3.344 0.978
H 4.256 -4.090 0.266
H 3.224 -3.053 2.249
H 2.207 -3.587 0.407
H 0.961 -4.289 1.982
H -0.589 -6.084 2.556
H -2.790 -6.276 1.407
H -3.422 -4.558 -0.279
N 0.798 2.869 3.022
C 0.840 3.583 1.839
C 1.574 4.768 1.739
C 1.542 5.473 0.556
C 0.805 4.972 -0.506
C 0.128 3.784 -0.328
N 0.110 3.099 0.819
H 1.478 3.157 3.707
H 0.785 1.872 2.870
H 2.168 5.101 2.581
H 2.103 6.393 0.453
H 0.759 5.485 -1.455
H -0.426 3.350 -1.145
N 0.679 -0.341 2.386
C 0.909 -0.585 3.487
C 1.099 -0.809 4.865
C 1.818 0.111 5.646
C 1.946 -0.085 7.004
C 1.376 -1.196 7.616
C 0.672 -2.115 6.846
C 0.537 -1.935 5.486
H 2.263 0.973 5.168
H 2.489 0.635 7.601
H 1.476 -1.340 8.683
H 0.225 -2.979 7.318
H -0.012 -2.647 4.883
C -5.085 4.509 6.721
C -4.393 3.883 5.541
C -4.552 4.369 4.257
C -3.935 3.777 3.155
C -4.216 4.378 1.811
C -3.128 2.652 3.342
Te -1.973 1.515 1.833
N -2.246 1.425 -0.095
C -2.572 2.351 -0.995
O -3.073 3.460 -0.761
C -2.314 1.960 -2.429
C -1.196 1.223 -2.814
C -0.998 0.906 -4.149
C -1.902 1.333 -5.110
C -2.996 2.103 -4.735
C -3.197 2.419 -3.402
C -3.598 0.092 1.934
C -4.783 0.611 1.413
C -5.912 -0.175 1.280
C -5.869 -1.501 1.689
C -4.697 -2.021 2.205
C -3.541 -1.247 2.320
C -2.295 -1.903 2.845
C -2.928 2.169 4.649
C -2.074 0.970 4.985
C -3.567 2.783 5.718
H -5.758 5.305 6.405
H -4.356 4.930 7.415
H -5.662 3.760 7.265
H -5.190 5.232 4.091
H -4.041 5.455 1.829
H -5.266 4.226 1.547
H -3.605 3.949 1.023
H -0.461 0.910 -2.081
H -0.135 0.318 -4.434
H -1.758 1.070 -6.151
H -3.692 2.453 -5.487
H -4.040 3.025 -3.097
H -4.812 1.643 1.081
H -6.818 0.242 0.859
H -6.745 -2.129 1.596
H -4.661 -3.059 2.516
H -2.297 -2.967 2.609
H -2.232 -1.804 3.933
H -1.402 -1.459 2.411
H -1.440 0.669 4.159
H -2.706 0.122 5.255
H -1.429 1.184 5.839
H -3.419 2.381 6.715

maximum force: 0.033 hartree/bohr
total charge: -1
multiplicity: 2
HOMO energy (spin up / spin down): -0.05667 / -0.13280 Ha
expectation value of S²: 0.783
Kohn-Sham gap (spin up / spin down): 3.09 / 5.16 eV
relative energy (zero: lowest compared OMol25 entry of this formula, charge and spin): 117.4 kJ/mol

=====

Record 2
Here is a molecular structure, C49H46BFeN11OTe in a non-equilibrium geometry from OMol25. Energies are from the ωB97M-V functional and the def2-TZVPD basis.

CARTESIAN COORDINATES (ANGSTROEM)
Fe 0.376 0.093 0.228
C 0.488 3.999 -1.817
C -0.130 2.763 -1.589
N 0.544 2.077 -0.674
N 1.590 2.836 -0.299
C 1.578 3.998 -0.969
B 2.444 2.433 0.934
N 3.079 1.089 0.676
C 4.352 0.669 0.602
C 4.404 -0.656 0.282
C 2.990 -1.118 0.101
N 2.233 0.038 0.400
N 1.395 2.293 2.070
C 1.370 2.921 3.254
C 0.148 2.678 3.850
C -0.528 1.875 2.927
N 0.235 1.642 1.863
H 0.174 4.779 -2.489
H -1.019 2.360 -2.043
H 2.337 4.744 -0.805
H 3.266 3.260 1.207
H 5.161 1.353 0.809
H 5.263 -1.286 0.129
H 2.777 -1.478 -0.913
H 2.218 3.488 3.599
H -0.203 3.036 4.802
H -1.528 1.481 2.990
C 3.221 -2.537 -4.095
C 2.088 -3.178 -3.610
C 1.157 -2.482 -2.861
C 1.345 -1.122 -2.572
C 2.496 -0.491 -3.059
C 3.424 -1.194 -3.807
N 0.439 -0.437 -1.773
C -0.800 -0.177 -2.267
C -1.136 -0.142 -3.635
C -2.428 0.150 -4.038
C -3.436 0.368 -3.102
C -3.145 0.305 -1.749
C -1.843 0.054 -1.322
N -1.416 -0.046 -0.026
N -2.241 -0.428 0.952
C -1.629 -0.883 2.032
C -2.328 -1.115 3.249
C -1.657 -1.197 4.430
C -0.237 -1.084 4.428
C 0.435 -1.073 3.252
N -0.210 -1.089 2.033
H 3.947 -3.076 -4.691
H 1.933 -4.230 -3.817
H 0.281 -2.979 -2.460
H 2.635 0.557 -2.821
H 4.311 -0.690 -4.172
H -0.361 -0.327 -4.368
H -2.654 0.196 -5.097
H -4.445 0.587 -3.431
H -3.900 0.487 -0.994
H -3.407 -1.174 3.186
H -2.195 -1.335 5.358
H 0.321 -1.037 5.351
H 1.516 -1.117 3.207
C -3.452 -8.185 -3.927
C -3.348 -6.995 -3.012
C -3.230 -5.707 -3.510
C -3.108 -4.606 -2.666
C -2.982 -3.241 -3.285
C -3.112 -4.788 -1.275
Te -2.660 -3.089 0.003
N 0.363 -1.750 0.945
C 1.396 -2.565 1.227
O 2.659 -2.271 0.963
C 1.209 -3.860 1.821
C 2.247 -4.812 1.793
C 2.031 -6.102 2.224
C 0.796 -6.482 2.738
C -0.212 -5.532 2.843
C -0.018 -4.244 2.390
C -4.460 -3.244 1.167
C -4.396 -3.761 2.456
C -5.538 -3.919 3.227
C -6.762 -3.501 2.729
C -6.827 -2.931 1.467
C -5.694 -2.814 0.665
C -5.827 -2.273 -0.731
C -3.247 -6.091 -0.765
C -3.235 -6.354 0.713
C -3.367 -7.168 -1.635
H -3.270 -7.897 -4.962
H -4.445 -8.635 -3.865
H -2.723 -8.948 -3.649
H -3.216 -5.555 -4.584
H -2.681 -3.304 -4.331
H -2.251 -2.630 -2.762
H -3.935 -2.712 -3.236
H 3.204 -4.509 1.395
H 2.832 -6.828 2.153
H 0.621 -7.505 3.043
H -1.161 -5.812 3.285
H -0.803 -3.508 2.500
H -3.438 -4.068 2.860
H -5.473 -4.370 4.210
H -7.664 -3.621 3.316
H -7.779 -2.579 1.086
H -6.792 -1.785 -0.870
H -5.746 -3.092 -1.450
H -5.027 -1.568 -0.949
H -2.432 -5.784 1.181
H -3.090 -7.415 0.923
H -4.176 -6.036 1.162
H -3.452 -8.171 -1.228

maximum force: 0.067 hartree/bohr
total charge: -1
multiplicity: 2
HOMO energy (spin up / spin down): -0.11863 / -0.11510 Ha
expectation value of S²: 0.957
Kohn-Sham gap (spin up / spin down): 4.87 / 4.80 eV

=====

Record 3
Here is 6 unconnected molecules or ions with the total composition C49H46F23N4O2 in a non-equilibrium geometry from OMol25. Energies are from the ωB97M-V functional and the def2-TZVPD basis.

CARTESIAN COORDINATES (ANGSTROEM)
C 4.945 -3.851 2.896
C 3.895 -2.746 2.795
C 3.481 -2.365 1.364
C 3.746 -0.913 1.009
C 5.235 -0.550 0.868
C 5.961 -0.672 -0.490
C 6.512 -2.020 -0.979
F 7.856 -1.921 -1.111
F 6.281 -3.033 -0.104
C 5.956 -2.412 -2.395
F 4.662 -1.971 -2.517
F 6.687 -1.722 -3.289
C 6.047 -3.913 -2.858
F 5.900 -3.901 -4.195
F 7.286 -4.336 -2.552
C 5.003 -4.920 -2.264
F 5.524 -5.488 -1.160
F 3.880 -4.251 -1.918
C 4.608 -6.051 -3.238
F 5.766 -6.581 -3.690
F 3.922 -5.539 -4.268
C 3.805 -7.256 -2.619
F 4.686 -8.019 -1.955
F 3.320 -7.945 -3.671
C 2.592 -7.040 -1.646
F 2.181 -8.287 -1.354
F 3.016 -6.456 -0.506
C 1.341 -6.239 -2.186
F 1.289 -5.037 -1.596
F 1.423 -6.052 -3.499
F 0.232 -6.896 -1.904
C 3.112 0.035 2.031
N 1.758 -0.310 2.331
C 0.852 -0.375 1.220
N -0.023 -1.512 1.442
C 0.096 0.989 1.170
O 0.612 2.031 1.473
N -1.274 0.891 0.759
C -1.462 0.738 -0.613
O -1.392 -0.288 -1.229
F -1.675 1.902 -1.218
C 1.499 -0.557 -0.193
N 3.015 -0.605 -0.272
H 5.946 -3.436 2.807
H 4.896 -4.341 3.860
H 4.844 -4.574 2.101
H 3.006 -3.085 3.320
H 4.258 -1.888 3.354
H 3.935 -3.016 0.637
H 2.410 -2.538 1.275
H 5.306 0.516 1.086
H 5.767 -1.050 1.668
H 5.379 -0.219 -1.284
H 6.839 -0.040 -0.418
H 3.717 0.063 2.927
H 3.136 1.046 1.619
H 1.665 -1.121 2.920
H -0.656 -1.321 2.209
H -0.574 -1.722 0.622
H -1.841 1.622 1.177
H 1.221 0.275 -0.829
H 1.112 -1.444 -0.674
H 3.270 -1.319 -0.956
H 3.364 0.278 -0.641
F -1.930 0.083 3.744
C -2.378 1.218 4.352
C -3.392 1.927 3.743
C -3.842 3.090 4.351
C -3.275 3.515 5.544
C -2.255 2.779 6.132
C -1.797 1.613 5.536
H -3.828 1.569 2.819
H -4.640 3.655 3.895
H -3.629 4.420 6.017
H -1.813 3.112 7.061
H -1.007 1.021 5.978
F 10.944 -2.591 -8.903
C 9.705 -2.645 -8.385
C 9.522 -3.251 -7.159
C 8.241 -3.301 -6.629
C 7.171 -2.755 -7.325
C 7.383 -2.153 -8.558
C 8.659 -2.092 -9.098
H 10.369 -3.675 -6.637
H 8.079 -3.770 -5.669
H 6.174 -2.801 -6.910
H 6.552 -1.731 -9.106
H 8.849 -1.625 -10.054
F -5.412 5.655 2.581
C -6.712 5.723 2.955
C -7.028 5.601 4.293
C -8.362 5.670 4.667
C -9.350 5.851 3.710
C -9.004 5.967 2.370
C -7.674 5.907 1.983
H -6.245 5.450 5.024
H -8.628 5.578 5.710
H -10.388 5.902 4.008
H -9.772 6.108 1.621
H -7.382 6.002 0.945
F -8.603 9.700 -1.113
C -8.047 8.719 -1.848
C -8.865 7.921 -2.622
C -8.286 6.911 -3.377
C -6.913 6.710 -3.346
C -6.114 7.525 -2.557
C -6.679 8.542 -1.801
H -9.932 8.093 -2.629
H -8.912 6.281 -3.994
H -6.468 5.922 -3.938
H -5.043 7.372 -2.528
H -6.074 9.192 -1.184
F -6.820 2.540 4.901
C -7.210 1.464 4.189
C -7.902 1.672 3.013
C -8.296 0.565 2.275
C -7.998 -0.717 2.719
C -7.300 -0.894 3.906
C -6.896 0.203 4.653
H -8.129 2.682 2.694
H -8.841 0.706 1.352
H -8.312 -1.575 2.142
H -7.072 -1.891 4.257
H -6.349 0.091 5.580

maximum force: 0.025 hartree/bohr
total charge: +1
HOMO energy: -0.38695 Ha
Kohn-Sham gap: 7.72 eV